# 1
The following is a DFT calculation (the ωB97M-V functional and the def2-TZVPD basis) of a 2-piece molecular cluster, C4H4N2O overall.

Computed properties:
Charge ... 0
ΔE to the lowest compared entry with this formula, charge and spin ... 67.13 kcal/mol
HOMO level ... -8.92 eV
Frontier orbital gap ... 9.6 eV
E ... -9237.5770 eV
SMILES ... [H]/N=C/C=C=O.C#N

Structure (XYZ):
```
11
C4H4N2O, DFT the ωB97M-V functional and the def2-TZVPD basis
H 2.062 0.965 0.791
N 1.218 0.665 0.310
C 0.774 -0.464 0.743
C -0.388 -1.191 0.336
C -1.378 -0.944 -0.562
O -2.315 -1.264 -1.174
H 1.332 -0.991 1.524
H -0.537 -2.160 0.805
C -0.141 1.715 -0.833
N -1.092 1.068 -1.057
H 0.464 2.600 -0.884
```

Atom charges from the Mulliken analysis, given in e for atoms 1 to 5:
1. H 0.210
2. N -0.489
3. C 0.200
4. C -0.865
5. C 0.785

# 2
The following is a DFT calculation (the ωB97M-V functional and the def2-TZVPD basis) of C49H42N5O5P2RbS2 as an isolated structure.

Computed properties:
Charge ... -2
ΔE to the lowest compared entry with this formula, charge and spin ... 97.86 kcal/mol
HOMO level (spin up / spin down) ... 0.74 / -0.77 eV
Frontier orbital gap (spin up / spin down) ... 2.9 / 4.4 eV
E ... -110082.9985 eV

Structure (XYZ):
```
106
C49H42N5O5P2RbS2, DFT the ωB97M-V functional and the def2-TZVPD basis
Rb 13.926 16.551 13.442
N 12.708 21.788 15.275
C 13.048 20.591 14.790
S 12.420 19.178 15.489
N 14.079 20.732 13.925
N 14.634 19.694 13.351
C 15.583 20.112 12.505
C 16.415 19.172 11.805
C 17.358 19.520 10.794
C 18.103 18.512 10.221
C 17.920 17.221 10.629
C 17.020 16.905 11.664
N 16.415 17.910 12.282
H 12.054 21.944 16.076
H 13.159 22.584 14.904
H 15.856 21.165 12.620
H 17.413 20.567 10.463
H 18.749 18.689 9.407
H 18.383 16.420 10.074
H 16.750 15.895 11.995
O 12.112 13.772 9.111
C 10.761 13.958 9.364
C 9.892 12.867 9.315
C 8.520 13.046 9.459
C 8.022 14.339 9.837
C 8.917 15.435 9.906
C 10.282 15.242 9.785
P 11.561 16.464 10.168
C 11.802 17.307 8.639
C 11.075 18.426 8.212
C 11.489 19.159 7.094
C 12.482 18.673 6.282
C 13.179 17.514 6.609
C 12.896 16.900 7.846
C 10.734 17.779 11.097
C 11.392 19.003 11.201
C 10.771 20.098 11.762
C 9.422 19.975 12.186
C 8.870 18.722 12.258
C 9.590 17.562 11.817
C 12.582 12.968 8.052
C 12.250 13.366 6.738
C 12.842 12.819 5.612
C 13.597 11.652 5.746
C 13.849 11.183 7.045
C 13.536 11.899 8.230
P 14.316 11.528 9.799
C 14.423 9.691 10.152
C 13.695 9.205 11.290
C 13.530 7.822 11.444
C 13.989 6.944 10.498
C 14.788 7.402 9.494
C 15.032 8.754 9.304
C 16.143 11.953 9.659
C 16.593 12.061 8.349
C 17.918 11.594 8.092
C 18.749 11.229 9.140
C 18.378 11.435 10.453
C 17.082 11.947 10.702
H 10.275 11.861 9.167
H 7.812 12.309 9.101
H 6.956 14.465 10.103
H 8.519 16.441 9.881
H 10.169 18.715 8.768
H 10.951 20.035 6.826
H 12.704 19.251 5.427
H 13.994 17.050 6.085
H 13.477 16.070 8.214
H 12.436 19.103 10.855
H 11.238 21.071 11.723
H 8.852 20.848 12.439
H 7.868 18.515 12.630
H 9.092 16.608 11.988
H 11.478 14.107 6.576
H 12.748 13.232 4.599
H 13.927 11.072 4.873
H 14.403 10.242 7.219
H 13.331 9.930 12.108
H 12.983 7.410 12.309
H 13.648 5.888 10.515
H 15.295 6.703 8.845
H 15.708 9.090 8.489
H 15.954 12.341 7.499
H 18.319 11.535 7.103
H 19.710 10.850 8.911
H 18.999 11.295 11.312
H 16.808 12.157 11.729
O 13.282 11.623 14.822
S 14.036 12.500 13.906
O 15.463 12.382 13.684
O 13.379 13.807 13.763
O 13.772 12.258 10.972
C 21.742 10.045 14.992
C 20.990 11.325 14.730
C 19.566 11.415 14.804
C 18.966 12.649 14.585
N 19.654 13.737 14.232
C 20.981 13.641 14.096
C 21.643 12.440 14.250
H 20.974 9.263 15.256
H 22.420 10.169 15.806
H 22.283 9.719 14.108
H 18.956 10.577 15.098
H 17.878 12.763 14.743
H 21.458 14.552 13.771
H 22.684 12.415 13.881
```

Atom charges from the Mulliken analysis, given in e for atoms 1 to 5:
1. Rb 0.681
2. N -0.384
3. C 0.344
4. S -0.550
5. N -0.932

# 3
The following is a DFT calculation (the ωB97M-V functional and the def2-TZVPD basis) of C29H18Cl3F9MnN4O2P as an isolated structure.

Computed properties:
Charge ... +1
HOMO level (spin up / spin down) ... -11.94 / -11.95 eV
Spin multiplicity ... 6
Frontier orbital gap (spin up / spin down) ... 9.0 / 8.7 eV
E ... -143053.7792 eV

Structure (XYZ):
```
67
C29H18Cl3F9MnN4O2P, DFT the ωB97M-V functional and the def2-TZVPD basis
Mn 0.811 0.261 0.765
N 0.760 4.481 0.125
C -0.501 4.537 0.638
C -0.781 3.281 1.102
N 0.284 2.467 0.887
C 1.213 3.218 0.286
C 2.468 2.627 -0.087
N 2.701 1.356 0.242
C 3.922 1.037 -0.252
C 4.442 2.129 -0.891
N 3.518 3.125 -0.778
H 1.254 5.259 -0.285
H -1.083 5.436 0.635
H -1.677 2.926 1.568
H 4.328 0.054 -0.114
H 5.362 2.271 -1.415
H 3.623 4.052 -1.160
F 2.340 -0.420 8.875
C 2.398 -1.614 8.281
F 3.631 -2.097 8.497
F 1.550 -2.422 8.934
C 2.078 -1.556 6.809
C 1.687 -0.372 6.201
C 1.398 -0.370 4.848
C 1.493 -1.546 4.113
C 1.886 -2.731 4.729
C 2.182 -2.734 6.078
P 1.064 -1.480 2.338
C -0.580 -2.286 2.315
C -0.789 -3.645 2.521
C -2.077 -4.149 2.512
C -3.154 -3.292 2.314
C -2.957 -1.932 2.116
C -1.668 -1.433 2.116
C -4.546 -3.877 2.295
F -4.766 -4.672 3.351
F -5.500 -2.942 2.304
F -4.749 -4.625 1.199
C 2.286 -2.614 1.599
C 1.956 -3.519 0.593
C 2.961 -4.152 -0.116
C 4.291 -3.888 0.188
C 4.632 -3.027 1.225
C 3.627 -2.380 1.916
C 5.371 -4.464 -0.691
F 5.157 -5.742 -1.015
F 6.586 -4.393 -0.136
F 5.440 -3.776 -1.847
H 1.610 0.533 6.782
H 1.106 0.545 4.340
H 1.978 -3.641 4.155
H 2.490 -3.643 6.570
H 0.046 -4.311 2.672
H -2.254 -5.202 2.669
H -3.803 -1.277 1.968
H -1.494 -0.365 1.947
H 0.922 -3.708 0.344
H 2.720 -4.836 -0.915
H 5.670 -2.855 1.470
H 3.877 -1.680 2.702
Cl -1.361 -3.258 -1.167
C -0.505 -2.096 -2.220
Cl -1.647 -1.370 -3.349
Cl 0.797 -2.918 -3.069
C 0.056 -1.036 -1.262
O 1.274 -1.050 -0.999
O -0.734 -0.227 -0.739
```

Atom charges from the Mulliken analysis, given in e for atoms 1 to 5:
1. Mn 0.226
2. N -0.100
3. C -0.668
4. C -0.444
5. N 0.075

# 4
The following is a DFT calculation (the ωB97M-V functional and the def2-TZVPD basis) of a 2-piece molecular cluster, C3H10N2O overall.

Computed properties:
Charge ... 0
ΔE to the lowest compared entry with this formula, charge and spin ... 85.67 kcal/mol
HOMO level ... -8.72 eV
Frontier orbital gap ... 9.2 eV
E ... -8297.7891 eV
SMILES ... C=NC.NCO

Structure (XYZ):
```
16
C3H10N2O, DFT the ωB97M-V functional and the def2-TZVPD basis
C -3.298 0.654 0.927
N -2.079 0.797 0.616
C -1.044 0.751 1.635
H -4.034 -0.088 0.631
H -3.734 1.230 1.827
H -1.491 1.105 2.603
H -0.724 -0.254 1.840
H -0.250 1.363 1.170
N 1.586 -0.682 -2.230
C 2.133 -0.427 -0.936
O 3.500 -0.790 -0.790
H 1.419 -1.693 -2.329
H 0.742 -0.270 -2.589
H 1.563 -0.862 -0.046
H 2.054 0.665 -0.903
H 3.656 -1.498 -1.426
```

Atom charges from the Mulliken analysis, given in e for atoms 1 to 5:
1. C -0.288
2. N -0.348
3. C -0.562
4. H 0.237
5. H 0.226

# 5
The following is a DFT calculation (the ωB97M-V functional and the def2-TZVPD basis) of C2H5MgNO3 as an isolated structure.

Computed properties:
Charge ... +2
HOMO level ... -18.38 eV
Frontier orbital gap ... 5.0 eV
E ... -15209.4639 eV

Structure (XYZ):
```
12
C2H5MgNO3, DFT the ωB97M-V functional and the def2-TZVPD basis
N 1.851 0.416 0.477
C 0.854 -0.382 -0.345
O -0.491 -0.481 0.243
C -1.410 0.542 -0.280
O -1.030 1.690 -0.893
O -2.894 0.396 -0.105
H 1.398 1.176 1.031
H 2.650 0.759 -0.103
H 0.885 0.007 -1.451
H 1.285 -1.495 -0.381
H -3.098 -0.432 0.432
Mg 0.002 -2.198 1.377
```

Atom charges from the Mulliken analysis, given in e for atoms 1 to 5:
1. N -0.476
2. C -0.235
3. O -0.217
4. C 0.537
5. O -0.344

# 6
The following is a DFT calculation (the ωB97M-V functional and the def2-TZVPD basis) of C41H37BaF5P2 as an isolated structure.

Computed properties:
Charge ... 0
ΔE to the lowest compared entry with this formula, charge and spin ... 4.35 kcal/mol
HOMO level (spin up / spin down) ... -4.57 / -5.24 eV
Frontier orbital gap (spin up / spin down) ... 4.0 / 4.6 eV
E ... -75965.4392 eV

Structure (XYZ):
```
86
C41H37BaF5P2, DFT the ωB97M-V functional and the def2-TZVPD basis
Ba -2.957 -1.400 -0.197
C -3.880 1.224 -1.731
C -2.886 2.121 -1.716
C -2.817 3.276 -0.757
C -3.301 2.920 0.687
C -2.987 1.544 1.172
C -3.941 0.586 1.204
C -5.203 0.595 0.375
C -5.155 1.388 -0.974
C 2.102 -1.394 1.437
H -3.878 0.408 -2.468
H -2.060 2.062 -2.441
H -3.423 4.146 -1.094
H -1.777 3.658 -0.686
H -2.826 3.648 1.357
H -4.369 3.159 0.753
H -2.081 1.470 1.773
H -3.959 -0.197 1.982
H -5.967 1.061 1.007
H -5.597 -0.440 0.192
H -5.963 0.994 -1.610
H -5.414 2.447 -0.792
H 1.649 -2.197 0.852
H 2.813 -1.852 2.119
H 2.591 -0.737 0.739
P 1.153 0.587 -1.195
P 0.887 -0.593 2.442
C 0.299 1.239 0.299
C 0.300 0.851 1.613
C 2.033 1.920 -2.075
C 1.559 3.233 -2.192
C 2.314 4.170 -2.902
C 3.548 3.806 -3.454
C 4.031 2.497 -3.329
C 3.269 1.552 -2.661
C -0.056 0.145 -2.574
C -1.301 -0.346 -2.136
C -2.043 -1.281 -2.893
C -1.595 -1.573 -4.173
C -0.542 -0.866 -4.707
C 0.238 -0.005 -3.939
C 1.598 -0.098 4.050
C 2.757 0.703 4.034
C 3.313 1.126 5.241
C 2.707 0.766 6.447
C 1.589 -0.076 6.468
C 1.023 -0.507 5.267
C -0.469 -1.773 2.724
C -0.139 -3.120 2.590
C -1.136 -4.058 2.448
C -2.474 -3.678 2.461
C -2.823 -2.370 2.762
C -1.819 -1.400 2.830
H -0.145 2.224 0.096
H -0.050 1.587 2.356
H 0.609 3.516 -1.749
H 1.953 5.193 -3.025
H 4.148 4.545 -3.984
H 5.001 2.210 -3.743
H 3.615 0.520 -2.580
H -1.716 0.277 -1.294
H -3.018 -1.707 -2.550
H -2.132 -2.319 -4.732
H -0.240 -1.032 -5.739
H 1.112 0.483 -4.369
H 3.198 1.007 3.082
H 4.218 1.726 5.236
H 3.101 1.133 7.388
H 1.142 -0.399 7.403
H 0.130 -1.144 5.253
H 0.920 -3.346 2.518
H -0.883 -5.102 2.303
H -3.238 -4.406 2.184
H -3.850 -2.094 2.504
H -2.042 -0.346 2.935
F 4.272 -0.658 -0.467
C 3.865 -1.677 -1.292
C 2.569 -2.092 -1.393
C 2.242 -3.199 -2.122
F 0.975 -3.699 -2.138
C 3.236 -3.871 -2.871
F 2.953 -4.947 -3.630
C 4.550 -3.421 -2.810
F 5.523 -4.076 -3.478
C 4.884 -2.321 -2.024
F 6.161 -1.907 -1.900
```

Atom charges from the Mulliken analysis, given in e for atoms 1 to 5:
1. Ba 1.348
2. C -0.201
3. C -0.544
4. C -0.567
5. C -1.846